Entry 1:
36
Properties=species:S:1:pos:R:3:mulliken_charge:R:1 method="wB97M-V/def2-TZVPD" max_force_ev_per_a=9.29 gap_ha=0.2801 charge=+1 multiplicity=1
C -6.066 0.628 0.903 -0.345
C -5.052 1.436 0.617 -0.074
C -3.708 2.303 0.294 -0.608
C -2.509 1.194 0.161 0.365
C -2.585 0.261 -1.140 -0.326
C -1.473 -0.845 -1.280 -0.555
C -0.365 -0.941 -0.133 0.222
S 0.906 -2.311 -0.381 -0.142
N -0.345 -0.044 1.047 0.183
C 0.758 -0.271 2.076 -0.647
C 0.436 -1.622 2.945 -0.801
C -1.369 1.016 1.241 0.168
N -1.323 1.918 2.439 -0.474
C -2.324 1.624 3.268 0.728
O -3.440 1.687 3.863 -0.368
H -6.614 -0.374 1.116 0.321
H -3.849 2.729 -0.768 0.356
H -3.487 3.097 1.096 0.366
H -3.433 0.377 -1.915 0.357
H -1.506 -1.556 -2.183 0.388
H 0.130 -3.488 -0.380 0.247
H 0.846 0.613 2.817 0.459
H 1.750 -0.379 1.500 0.311
H -0.573 -2.117 2.627 0.288
H 1.243 -2.435 2.730 0.290
H 0.448 -1.397 4.088 0.290
C 4.599 -1.018 -2.408 -0.375
C 3.397 -0.125 -2.459 0.121
O 3.959 1.163 -2.645 -0.336
C 5.187 0.985 -3.213 0.617
O 5.863 1.871 -3.657 -0.499
O 5.544 -0.331 -3.212 -0.315
H 4.397 -2.012 -2.811 0.317
H 5.002 -1.120 -1.396 0.294
H 2.743 -0.352 -3.307 0.235
H 2.811 -0.163 -1.538 -0.056



Entry 2:
33
Properties=species:S:1:pos:R:3:mulliken_charge:R:1 method="wB97M-V/def2-TZVPD" smiles="Cc1ccc(NC(=S)NCc2cccnc2)cc1" max_force_ev_per_a=0.82 gap_ha=0.3218 charge=0 multiplicity=1 de_lowest_kcal_mol=6.1
C 0.327 -1.664 -5.770 -1.357
C -0.021 -1.285 -4.363 0.736
C 0.871 -1.531 -3.325 -0.875
C 0.571 -1.199 -2.018 -0.318
C -0.653 -0.614 -1.716 1.146
N -1.035 -0.216 -0.428 -0.203
C -0.625 -0.640 0.797 0.492
S 0.496 -1.822 1.065 -0.441
N -1.278 -0.043 1.830 -0.188
C -0.895 -0.204 3.218 -1.600
C 0.037 0.897 3.650 0.803
C 1.407 0.809 3.422 -0.178
C 2.217 1.871 3.785 -0.475
C 1.623 2.986 4.360 -0.256
N 0.324 3.082 4.580 -0.605
C -0.443 2.064 4.234 -0.259
C -1.547 -0.349 -2.752 -0.671
C -1.233 -0.683 -4.054 -0.872
H -0.435 -1.323 -6.466 0.333
H 0.417 -2.746 -5.857 0.311
H 1.283 -1.228 -6.056 0.334
H 1.824 -1.988 -3.544 0.371
H 1.285 -1.398 -1.238 0.303
H -1.849 0.388 -0.429 0.196
H -1.835 0.776 1.628 0.248
H -1.804 -0.199 3.825 0.458
H -0.402 -1.176 3.302 0.502
H 1.821 -0.078 2.967 0.406
H 3.283 1.835 3.626 0.382
H 2.211 3.844 4.659 0.349
H -1.501 2.187 4.439 0.363
H -2.497 0.121 -2.532 0.289
H -1.944 -0.472 -4.840 0.279



Entry 3:
37
Properties=species:S:1:pos:R:3:lowdin_spin:R:1 method="wB97M-V/def2-TZVPD" max_force_ev_per_a=1.06 gap_ha="0.2757 / 0.1837" charge=+3 multiplicity=5
Pt 0.711 0.114 0.671 1.297
N 0.643 4.520 0.532 0.136
C 0.857 3.237 0.533 0.080
S -0.452 2.130 0.719 0.270
N 2.183 2.883 0.336 0.382
N 2.321 1.610 0.221 0.175
C 3.463 1.105 -0.202 0.215
C 3.398 -0.258 -0.638 0.015
C 4.480 -0.889 -1.233 0.090
C 4.292 -2.136 -1.827 -0.005
C 3.032 -2.694 -1.815 0.080
C 1.984 -2.017 -1.172 0.043
N 2.163 -0.842 -0.588 0.128
H -0.290 4.902 0.637 0.005
H 1.418 5.165 0.404 0.002
H 4.356 1.708 -0.339 0.008
H 5.447 -0.401 -1.248 0.003
H 5.116 -2.643 -2.311 -0.002
H 2.833 -3.640 -2.299 0.004
H 0.985 -2.432 -1.149 0.003
C -1.546 -3.527 2.792 0.025
S -0.340 -2.276 3.216 0.042
O -0.463 -1.196 2.161 0.083
C -1.219 -1.605 4.644 0.291
C -2.434 -0.901 4.444 0.040
C -3.129 -0.506 5.544 0.100
C -2.568 -0.716 6.852 0.329
C -1.343 -1.425 7.034 0.090
C -0.652 -1.831 5.935 0.052
H -2.395 -3.041 2.314 0.001
H -1.848 -4.068 3.690 0.002
H -1.048 -4.213 2.108 0.002
H -2.824 -0.735 3.448 -0.001
H -4.107 -0.054 5.442 0.002
H -3.067 -0.288 7.714 0.012
H -0.955 -1.603 8.028 0.001
H 0.306 -2.324 6.037 0.000



Entry 4:
30
Properties=species:S:1:pos:R:3:mulliken_charge:R:1 method="wB97M-V/def2-TZVPD" smiles=Cc1ccccc1.Cc1ccccc1 max_force_ev_per_a=3.25 gap_ha=0.3617 charge=0 multiplicity=1 de_lowest_kcal_mol=27.5
C 1.545 2.856 -0.292 -1.547
C 0.076 2.741 -0.525 0.349
C -0.838 3.473 0.278 -0.086
C -2.194 3.213 0.307 -0.714
C -2.742 2.253 -0.547 -0.282
C -1.912 1.495 -1.365 -0.804
C -0.552 1.749 -1.251 0.181
H 1.899 3.833 -0.612 0.391
H 2.070 1.963 -0.654 0.418
H 1.935 2.639 0.736 0.307
H -0.387 4.271 0.872 0.348
H -2.843 3.716 1.014 0.367
H -3.739 1.859 -0.449 0.336
H -2.311 0.798 -2.081 0.391
H 0.124 1.168 -1.892 0.384
C 0.789 -4.247 -1.180 -1.313
C 0.848 -3.172 -0.126 0.929
C 1.202 -1.901 -0.521 -0.709
C 1.191 -0.874 0.439 0.408
C 0.988 -1.185 1.777 -0.695
C 0.705 -2.514 2.137 -0.377
C 0.391 -3.441 1.169 -0.768
H 0.799 -3.920 -2.225 0.338
H -0.216 -4.713 -1.093 0.327
H 1.484 -5.052 -0.987 0.308
H 1.413 -1.628 -1.540 0.306
H 1.301 0.160 0.149 0.108
H 1.213 -0.424 2.508 0.356
H 0.637 -2.747 3.195 0.368
H 0.041 -4.421 1.433 0.373



Entry 5:
30
Properties=species:S:1:pos:R:3:mulliken_charge:R:1 method="wB97M-V/def2-TZVPD" smiles=Cc1ccccc1.Cc1ccccc1 max_force_ev_per_a=4.89 gap_ha=0.3566 charge=0 multiplicity=1 de_lowest_kcal_mol=36.6
C -1.509 -2.898 -2.544 -1.448
C -1.071 -1.511 -2.341 1.111
C 0.272 -1.103 -2.685 -0.566
C 0.596 0.229 -2.565 -0.421
C -0.326 1.116 -1.960 -0.699
C -1.626 0.725 -1.704 -0.472
C -2.031 -0.584 -1.921 -0.627
H -2.068 -2.913 -3.452 0.329
H -2.126 -3.266 -1.663 0.332
H -0.660 -3.631 -2.639 0.345
H 1.071 -1.697 -3.137 0.328
H 1.528 0.649 -2.905 0.382
H -0.037 2.054 -1.680 0.470
H -2.253 1.471 -1.257 0.475
H -2.973 -0.967 -1.717 0.481
C -1.170 1.303 1.783 -1.288
C 0.263 1.003 2.113 0.874
C 1.010 0.344 1.174 -0.043
C 2.363 0.124 1.458 -0.481
C 2.887 0.394 2.734 -0.731
C 1.999 0.874 3.708 -0.255
C 0.774 1.311 3.380 -0.420
H -1.832 1.431 2.671 0.397
H -1.655 0.655 1.038 0.257
H -1.148 2.307 1.304 0.246
H 0.504 -0.032 0.224 0.097
H 2.954 -0.458 0.769 0.360
H 3.844 0.179 2.931 0.517
H 2.383 0.879 4.754 0.317
H 0.037 2.011 4.129 0.133



Entry 6:
30
Properties=species:S:1:pos:R:3:mulliken_charge:R:1 method="wB97M-V/def2-TZVPD" smiles=Cc1ccccc1.Cc1ccccc1 max_force_ev_per_a=1.77 gap_ha=0.3593 charge=0 multiplicity=1 de_lowest_kcal_mol=8.3
C -2.506 0.123 2.981 -1.410
C -1.214 0.728 2.525 0.797
C -1.175 1.800 1.639 -0.352
C 0.033 2.314 1.188 -0.479
C 1.226 1.913 1.763 -0.463
C 1.196 0.907 2.722 -0.462
C -0.003 0.295 3.059 -0.463
H -2.398 -0.336 3.963 0.370
H -2.845 -0.672 2.312 0.257
H -3.347 0.819 3.075 0.347
H -2.086 2.281 1.314 0.372
H 0.025 3.109 0.453 0.389
H 2.141 2.435 1.530 0.400
H 2.122 0.515 3.117 0.346
H 0.055 -0.550 3.734 0.340
C 1.587 0.090 -3.928 -1.452
C 0.903 -0.713 -2.872 0.680
C 0.912 -0.209 -1.556 -0.575
C 0.211 -0.867 -0.574 0.318
C -0.441 -2.076 -0.856 -0.633
C -0.298 -2.652 -2.097 -0.484
C 0.351 -1.956 -3.118 -0.542
H 1.485 -0.313 -4.940 0.385
H 2.663 0.177 -3.866 0.319
H 1.171 1.096 -4.070 0.312
H 1.352 0.763 -1.367 0.384
H 0.237 -0.553 0.462 0.223
H -1.141 -2.492 -0.151 0.378
H -0.735 -3.615 -2.338 0.347
H 0.520 -2.357 -4.107 0.353



Entry 7:
30
Properties=species:S:1:pos:R:3:mulliken_charge:R:1 method="wB97M-V/def2-TZVPD" smiles=Cc1ccccc1.Cc1ccccc1 max_force_ev_per_a=5.56 gap_ha=0.3491 charge=0 multiplicity=1 de_lowest_kcal_mol=50.5
C -3.056 -1.453 -1.143 -1.430
C -1.982 -0.755 -1.809 1.027
C -0.918 -0.297 -1.061 -0.212
C 0.093 0.375 -1.715 0.009
C 0.066 0.408 -3.121 -0.576
C -1.077 0.033 -3.890 -0.527
C -2.167 -0.490 -3.169 -0.873
H -3.636 -2.189 -1.668 0.414
H -3.987 -0.744 -0.980 0.259
H -2.860 -1.890 -0.065 0.278
H -0.993 -0.435 0.058 0.097
H 0.985 0.781 -1.289 0.327
H 1.044 0.693 -3.544 0.318
H -1.228 0.424 -4.913 0.321
H -3.036 -0.755 -3.569 0.586
C 2.385 -1.341 3.148 -1.504
C 1.782 -0.065 2.548 0.521
C 0.438 0.325 2.727 -0.067
C -0.163 1.334 1.993 -0.713
C 0.668 2.033 1.155 -0.131
C 2.028 1.749 0.955 -0.771
C 2.584 0.701 1.694 -0.258
H 1.724 -2.195 3.315 0.368
H 2.940 -1.078 3.965 0.393
H 3.157 -1.635 2.450 0.365
H -0.129 -0.331 3.427 0.330
H -1.270 1.615 2.302 0.245
H 0.424 2.843 0.523 0.371
H 2.651 2.059 0.172 0.507
H 3.531 0.281 1.504 0.326



Entry 8:
30
Properties=species:S:1:pos:R:3:mulliken_charge:R:1 method="wB97M-V/def2-TZVPD" smiles=Cc1ccccc1.Cc1ccccc1 max_force_ev_per_a=2.47 gap_ha=0.3543 charge=0 multiplicity=1 de_lowest_kcal_mol=18.7
C -2.793 -0.933 -0.426 -1.404
C -2.233 0.082 0.524 0.100
C -3.026 1.029 1.137 -0.334
C -2.451 1.968 2.029 -0.679
C -1.093 2.124 2.036 -0.447
C -0.237 1.160 1.413 -0.440
C -0.834 0.127 0.753 0.330
H -2.023 -1.540 -0.881 0.331
H -3.326 -0.369 -1.201 0.327
H -3.580 -1.494 0.072 0.354
H -4.103 1.008 1.057 0.384
H -3.155 2.646 2.495 0.340
H -0.586 2.976 2.474 0.345
H 0.802 1.174 1.690 0.339
H -0.262 -0.774 0.544 0.449
C 1.110 0.462 -2.654 -1.769
C 1.652 -0.232 -1.466 0.913
C 1.566 -1.643 -1.401 -0.363
C 2.027 -2.339 -0.306 -0.591
C 2.616 -1.661 0.767 -0.482
C 2.725 -0.285 0.727 -0.537
C 2.370 0.382 -0.461 -0.189
H 0.236 0.100 -3.193 0.364
H 1.852 0.609 -3.447 0.361
H 0.838 1.510 -2.462 0.370
H 1.018 -2.134 -2.196 0.400
H 2.011 -3.420 -0.250 0.366
H 2.930 -2.206 1.644 0.378
H 3.227 0.267 1.507 0.449
H 2.724 1.405 -0.527 0.336



Entry 9:
30
Properties=species:S:1:pos:R:3:mulliken_charge:R:1 method="wB97M-V/def2-TZVPD" smiles=Cc1ccccc1.Cc1ccccc1 max_force_ev_per_a=0.90 gap_ha=0.3615 charge=0 multiplicity=1 de_lowest_kcal_mol=3.3
C 2.872 -0.810 0.319 -1.308
C 1.644 -1.565 0.731 0.850
C 1.563 -2.954 0.737 -0.533
C 0.425 -3.622 1.170 -0.394
C -0.730 -2.907 1.437 -0.580
C -0.689 -1.527 1.353 -0.427
C 0.501 -0.865 1.107 -0.341
H 3.770 -1.428 0.281 0.406
H 3.075 0.005 1.018 0.332
H 2.706 -0.326 -0.644 0.140
H 2.465 -3.504 0.493 0.319
H 0.513 -4.702 1.239 0.352
H -1.615 -3.458 1.716 0.379
H -1.573 -0.958 1.618 0.422
H 0.539 0.221 1.098 0.372
C 1.161 1.915 -2.247 -1.683
C -0.069 1.966 -1.376 0.765
C -0.299 2.929 -0.414 -0.313
C -1.541 3.017 0.220 -0.418
C -2.525 2.083 -0.020 -0.449
C -2.281 1.058 -0.933 -0.620
C -1.088 1.038 -1.617 -0.217
H 0.984 2.509 -3.140 0.386
H 1.352 0.887 -2.552 0.357
H 2.034 2.335 -1.755 0.371
H 0.490 3.621 -0.131 0.357
H -1.754 3.858 0.878 0.364
H -3.445 2.104 0.545 0.396
H -3.050 0.318 -1.102 0.401
H -0.934 0.284 -2.380 0.313



Entry 10:
30
Properties=species:S:1:pos:R:3:mulliken_charge:R:1 method="wB97M-V/def2-TZVPD" smiles=Cc1ccccc1.Cc1ccccc1 max_force_ev_per_a=2.45 gap_ha=0.3595 charge=0 multiplicity=1 de_lowest_kcal_mol=35.9
C 2.450 2.765 1.295 -1.287
C 2.058 1.359 1.697 0.665
C 0.726 1.043 1.936 -0.457
C 0.438 -0.269 2.387 -0.327
C 1.435 -1.211 2.587 -0.362
C 2.729 -0.942 2.223 -0.602
C 2.972 0.315 1.704 -0.262
H 1.962 2.823 0.326 0.287
H 3.520 2.906 1.138 0.351
H 2.166 3.472 2.087 0.325
H 0.042 1.877 2.122 0.346
H -0.635 -0.417 2.615 0.306
H 1.150 -2.134 3.064 0.369
H 3.426 -1.768 2.251 0.370
H 3.932 0.526 1.224 0.287
C -4.035 -1.286 -1.394 -1.222
C -2.558 -1.017 -1.659 0.928
C -1.778 -0.303 -0.720 -0.454
C -0.762 0.474 -1.225 -0.171
C -0.233 0.272 -2.529 -0.498
C -0.916 -0.538 -3.380 -0.556
C -2.158 -1.094 -2.964 -0.567
H -4.466 -1.573 -2.400 0.339
H -4.599 -0.392 -1.133 0.304
H -4.307 -2.094 -0.691 0.301
H -2.128 -0.123 0.280 0.376
H -0.234 1.147 -0.585 0.297
H 0.795 0.623 -2.495 0.354
H -0.615 -0.742 -4.411 0.326
H -2.642 -1.657 -3.776 0.235



Entry 11:
30
Properties=species:S:1:pos:R:3:lowdin_spin:R:1 method="wB97M-V/def2-TZVPD" max_force_ev_per_a=5.66 gap_ha="0.2756 / 0.1312" charge=+1 multiplicity=2 de_lowest_kcal_mol=44.0
C -4.382 0.009 -0.580 0.000
C -0.607 1.410 -2.017 0.002
C -1.076 0.111 -2.293 0.000
C -1.437 2.314 -1.283 0.005
C -2.256 -0.287 -1.759 0.003
C -2.592 1.709 -0.658 0.001
C -3.108 0.461 -0.990 0.000
H 0.283 1.717 -2.513 0.000
H -0.447 -0.524 -2.891 0.000
H -0.998 3.287 -1.067 0.000
H -2.658 -1.199 -2.085 0.000
H -3.094 2.480 -0.137 0.000
H -5.149 0.317 -1.301 0.000
H -4.816 0.335 0.371 0.000
H -4.480 -1.178 -0.346 0.000
C 1.020 1.230 1.616 0.072
C 2.919 -0.021 0.673 0.102
C 1.772 -0.014 1.505 0.267
C 3.738 -1.150 0.551 0.045
C 1.434 -1.294 2.159 0.124
C 3.296 -2.364 1.130 0.273
C 2.114 -2.418 1.848 0.040
H 3.108 0.889 0.085 0.001
H 4.641 -1.091 -0.061 -0.001
H 0.288 1.277 2.479 0.002
H 0.461 1.222 0.724 0.033
H 0.592 -1.259 2.684 0.005
H 3.916 -3.137 0.885 0.015
H 1.765 -3.506 2.278 -0.001
H 1.579 2.191 1.486 0.012



Entry 12:
40
Properties=species:S:1:pos:R:3:mulliken_charge:R:1 method="wB97M-V/def2-TZVPD" max_force_ev_per_a=3.20 gap_ha=0.3008 charge=+1 multiplicity=1 de_lowest_kcal_mol=29.4
Ag 10.682 10.559 4.868 0.112
N 14.073 11.109 4.973 -0.310
C 13.873 9.782 4.806 0.613
N 14.923 8.925 4.747 -0.605
C 14.563 7.675 4.758 0.459
N 15.571 6.757 4.654 -0.395
N 13.309 7.138 5.000 -0.515
C 12.369 8.025 5.013 0.104
N 12.565 9.399 4.704 -0.283
C 10.967 7.547 5.158 0.894
C 10.542 6.185 5.135 -0.490
C 9.193 5.913 5.247 -0.123
C 8.235 6.943 5.496 -0.576
C 8.745 8.191 5.556 -0.009
N 10.064 8.462 5.448 -0.577
H 15.006 11.382 4.961 0.230
H 13.248 11.687 5.078 0.121
H 16.496 7.055 4.298 0.280
H 15.329 5.776 4.354 0.276
H 11.161 5.387 4.652 0.317
H 8.836 4.807 5.172 0.300
H 7.164 6.659 5.463 0.361
H 8.131 9.013 5.913 0.398
C 6.685 16.323 5.209 -1.185
C 6.977 14.848 5.135 0.783
C 5.959 13.972 5.371 -0.820
C 6.267 12.613 5.208 0.784
N 7.468 12.153 4.777 -0.293
C 8.435 12.980 4.526 0.141
S 10.000 12.617 3.910 -0.420
N 8.176 14.325 4.685 -0.080
C 5.264 11.462 5.417 -1.134
H 5.701 16.466 4.779 0.369
H 7.426 17.030 4.597 0.327
H 6.815 16.682 6.269 0.300
H 5.017 14.408 5.608 0.432
H 8.897 14.911 4.374 0.241
H 5.278 11.171 6.450 0.286
H 5.694 10.538 4.872 0.283
H 4.245 11.685 5.121 0.403